# 1
Computed, not measured: C23H28ClIN3OPtS as an isolated structure at a distorted geometry, with ωB97M-V with the def2-TZVPD basis set.

Last column: Mulliken charge in e.
Element x y z (Å)
Pt 0.62346 -0.35301 -0.01056  0.85
C 4.45087 -2.28324 -0.24608  -1.26
C 3.02455 -2.32061 -0.60500  1.08
C 2.65258 -2.45977 -1.94443  -0.27
C 1.31898 -2.62768 -2.33076  0.97
C 0.96952 -2.78197 -3.76010  -1.52
C 0.34183 -2.73047 -1.32907  -0.74
C 0.67019 -2.62066 0.04816  0.73
C -0.25551 -3.16623 1.09292  -1.66
C 2.01336 -2.28048 0.38775  -1.39
H 4.93518 -1.42394 -0.72575  -0.09
H 4.96869 -3.15315 -0.65414  0.43
H 4.61594 -2.23624 0.82506  0.39
H 3.42019 -2.47234 -2.70295  0.60
H 1.04100 -1.81884 -4.27251  0.32
H -0.03654 -3.16994 -3.89481  0.40
H 1.68370 -3.43688 -4.25969  0.42
H -0.66525 -3.01577 -1.60637  0.46
H -0.03330 -2.78098 2.08640  0.36
H -0.10417 -4.24608 1.13671  0.44
H -1.30284 -3.01138 0.83752  0.33
H 2.31384 -2.29672 1.43171  0.53
Cl 4.00087 5.90455 0.84655  -0.02
C 3.58501 4.33209 0.37982  0.64
C 4.51842 3.53673 -0.28451  -0.54
C 4.21687 2.24788 -0.67531  -0.40
I 5.59006 1.09523 -1.76454  0.36
C 2.95653 1.63786 -0.36640  0.68
O 2.67408 0.46343 -0.68996  -0.40
C 1.99130 2.46742 0.33948  0.34
N 0.80781 1.89295 0.62844  -0.26
C -0.14198 2.62836 1.18135  0.23
C 0.02626 3.98159 1.47862  -1.17
C 1.24430 4.57643 1.23513  -0.55
C 2.27619 3.81494 0.66222  0.32
H 5.49212 3.95156 -0.50523  0.49
H -1.08704 2.14838 1.38910  0.26
H -0.79123 4.55161 1.89198  0.48
H 1.40803 5.61707 1.46975  0.49
C -3.90914 1.04205 2.27486  -1.29
N -2.93564 0.25695 1.53752  0.10
C -1.85336 -0.27696 2.33166  -0.81
C -3.06237 0.01918 0.21951  0.72
S -1.67020 -0.17909 -0.83700  -0.36
N -4.23889 -0.03743 -0.39033  0.08
C -4.37346 0.08044 -1.82471  -1.11
C -5.48307 -0.39478 0.26108  -1.20
H -3.37857 1.76228 2.89965  0.41
H -4.51116 0.42321 2.94176  0.45
H -4.55857 1.59091 1.60075  0.40
H -2.09317 -1.29146 2.65751  0.35
H -1.71076 0.33087 3.22280  0.39
H -0.89867 -0.31526 1.76820  0.10
H -3.61340 0.73397 -2.24739  0.43
H -5.35776 0.49253 -2.04520  0.41
H -4.30309 -0.89653 -2.30944  0.38
H -5.32342 -0.85317 1.23236  0.38
H -5.99645 -1.12002 -0.37362  0.45
H -6.14275 0.47060 0.35953  0.40

Results
2S+1: 1
Net charge: +3

# 2
Computed, not measured: an isolated molecule of C23H28F3N3O2 at a distorted geometry, with ωB97M-V with the def2-TZVPD basis set.

Last column: Mulliken charge in e.
Element x y z (Å)
C 7.28921 1.19802 2.88006  -1.29
C 6.11023 0.47189 2.33952  0.41
C 4.93617 0.91454 1.81636  -0.70
C 4.18828 -0.24907 1.45682  1.05
C 2.88817 -0.33223 0.76025  0.75
O 2.72314 -1.08630 -0.18679  -0.67
N 1.90775 0.50930 1.18389  0.19
C 1.83450 1.09572 2.50155  -0.87
C 0.83827 0.32091 3.37152  -0.73
C -0.52751 0.26053 2.69230  -0.84
C -0.37410 -0.36454 1.30184  -0.19
N -1.65957 -0.58261 0.66515  0.20
C -1.63250 -1.55223 -0.41423  -0.42
C -3.06998 -1.95969 -0.76343  -1.21
N -3.83491 -0.79695 -1.16501  0.09
C -3.89890 -0.41606 -2.48615  1.27
C -4.05360 -1.37752 -3.49975  -0.60
C -4.18895 -1.01886 -4.82263  -0.74
C -4.18676 0.31298 -5.20771  -0.80
C -4.04602 1.27133 -4.21796  -0.52
C -4.03836 2.73343 -4.55080  1.00
F -4.09390 2.99120 -5.86352  -0.29
F -2.93436 3.35789 -4.09003  -0.27
F -5.07925 3.38897 -3.99427  -0.27
C -3.90159 0.92680 -2.88285  -0.13
C -3.81342 0.18236 -0.10079  -1.76
C -2.37902 0.60347 0.23784  -0.07
C 0.63427 0.48070 0.49774  -1.21
C 4.98370 -1.31642 1.78097  -0.12
C 4.75028 -2.77607 1.64836  -1.39
O 6.13606 -0.88278 2.33247  -0.40
H 8.18275 0.94666 2.31018  0.31
H 7.46511 0.91981 3.91860  0.31
H 7.11832 2.26848 2.82071  0.33
H 4.64604 1.93453 1.66576  0.59
H 2.81863 1.08449 2.96714  0.61
H 1.50359 2.13599 2.39989  0.23
H 0.75628 0.80551 4.34558  0.41
H 1.21661 -0.69218 3.52475  0.36
H -1.22578 -0.33301 3.28330  0.35
H -0.92736 1.27272 2.60897  0.30
H 0.07110 -1.35887 1.43134  0.22
H -1.07457 -2.43130 -0.08768  0.55
H -1.15064 -1.15213 -1.32337  0.22
H -3.05112 -2.70812 -1.55183  0.42
H -3.54612 -2.38996 0.12260  0.37
H -4.09146 -2.42443 -3.24381  0.41
H -4.30757 -1.78780 -5.57073  0.38
H -4.29256 0.59773 -6.24143  0.48
H -3.77783 1.72396 -2.16806  0.23
H -4.43118 1.04066 -0.35975  0.58
H -4.24718 -0.29597 0.78335  0.39
H -2.39839 1.33049 1.04946  0.43
H -1.91895 1.06995 -0.65000  0.35
H 0.80083 0.04605 -0.48913  0.52
H 0.27423 1.50908 0.39297  0.20
H 5.65936 -3.26764 1.30898  0.35
H 4.46432 -3.21375 2.60567  0.30
H 3.95619 -2.93964 0.92580  0.33

Results
Structure (SMILES): Cc1cc(C(=O)N2CCC[C@@H](N3CCN(c4cccc(C(F)(F)F)c4)CC3)C2)c(C)o1
2S+1: 1

# 3
Computed, not measured: an isolated molecule of C23H28FN3O5 at a distorted geometry, with ωB97M-V with the def2-TZVPD basis set.

Last column: Mulliken charge in e.
Element x y z (Å)
C 5.04758 3.02929 -1.41679  -0.73
O 4.37861 1.80827 -1.59089  -0.36
C 3.69275 1.39561 -0.42723  -0.32
C 2.98909 0.07061 -0.73920  -1.08
N 1.84109 -0.15964 0.11931  0.41
C 2.10074 -0.67489 1.33977  0.79
O 3.21803 -1.01409 1.68147  -0.69
C 0.92238 -0.89295 2.30584  -0.29
N 0.23165 -2.13046 2.02164  -0.02
C -1.05984 -2.22033 1.64833  0.17
O -1.77834 -1.24806 1.44471  -0.78
C -1.54874 -3.59230 1.48030  0.49
C -2.78939 -4.04010 1.10218  -0.48
C -2.71631 -5.44865 1.10634  -0.46
C -1.44332 -5.75628 1.48437  -0.44
O -0.72937 -4.64752 1.71252  -0.38
C 0.50465 0.27762 -0.27646  1.57
C 0.09172 1.57706 0.45635  -0.31
O 0.84657 2.52011 0.59388  -0.78
N -1.17787 1.55624 0.88017  0.08
C -1.79668 2.65553 1.59029  -0.08
C -2.25611 2.21142 2.99551  -0.57
C -3.72427 2.62541 3.10114  -0.72
C -4.22167 2.51912 1.66336  -0.54
C -3.07170 3.12963 0.86684  -0.96
C 0.35514 0.50052 -1.76418  -1.58
C 0.75319 1.68895 -2.36925  0.25
C 0.58777 1.87740 -3.72847  -0.88
C 0.01607 0.86513 -4.47765  0.37
F -0.15130 1.04178 -5.80405  -0.34
C -0.39603 -0.32315 -3.90312  -0.76
C -0.22398 -0.49633 -2.54180  -0.29
H 4.34780 3.83068 -1.14794  0.29
H 5.81224 2.95691 -0.63330  0.29
H 5.52303 3.26329 -2.36732  0.25
H 2.94890 2.14955 -0.13283  0.24
H 4.39451 1.26551 0.40854  0.51
H 3.68364 -0.75872 -0.58977  0.53
H 2.67180 0.08511 -1.78113  0.47
H 0.20220 -0.07608 2.27771  -0.09
H 1.36009 -0.95262 3.30773  0.49
H 0.75815 -2.98164 2.15001  0.31
H -3.63189 -3.42704 0.85816  0.55
H -3.49945 -6.13617 0.86290  0.46
H -0.94527 -6.69596 1.62167  0.48
H -0.19868 -0.51230 -0.00263  -0.24
H -1.70730 0.69265 0.84632  0.31
H -1.04401 3.44628 1.63372  0.61
H -2.17748 1.12510 3.06503  0.04
H -1.64368 2.64811 3.78213  0.36
H -3.80195 3.65873 3.44256  0.30
H -4.28163 1.99218 3.78922  0.38
H -4.35157 1.47019 1.39362  0.24
H -5.16423 3.03950 1.50221  0.38
H -3.13177 4.21735 0.90503  0.34
H -3.06801 2.82358 -0.17827  0.35
H 1.19333 2.47130 -1.77270  0.46
H 0.89594 2.79253 -4.20785  0.46
H -0.84203 -1.09051 -4.51565  0.46
H -0.54384 -1.41935 -2.08042  0.49

Results
Structure (SMILES): COCCN(C(=O)CNC(=O)c1ccco1)[C@@H](C(=O)NC1CCCC1)c1ccc(F)cc1
2S+1: 1

# 4
Computed, not measured: an isolated ion of composition C23H28FN4O4S2 and charge +1 at a distorted geometry, with ωB97M-V with the def2-TZVPD basis set.

Last column: Mulliken charge in e.
Element x y z (Å)
C 4.46759 -0.50732 -4.88654  -0.98
N 3.92451 0.28301 -3.77382  0.46
C 3.47235 1.59855 -4.24901  -0.98
C 4.87928 0.40235 -2.64486  -0.87
C 4.16467 0.51972 -1.30060  -0.54
C 3.48713 -0.79520 -0.86488  -1.09
N 2.04951 -0.64721 -0.65305  0.37
C 1.23263 -0.58598 -1.73361  0.63
O 1.68794 -0.72063 -2.87274  -0.84
C -0.20020 -0.30326 -1.50264  -0.17
C -0.57831 0.80856 -0.74656  0.02
C -1.91918 1.07099 -0.54548  -0.79
C -2.86580 0.22116 -1.08788  -0.13
S -4.59834 0.54988 -0.72081  1.45
O -5.38226 -0.50344 -1.29123  -0.72
O -4.88142 1.90752 -1.06283  -0.74
N -4.50922 0.44873 0.94978  0.17
C -5.52702 1.19055 1.67588  -0.57
C -5.13286 1.20227 3.15372  -0.57
O -4.99614 -0.10951 3.64993  -0.43
C -4.03740 -0.83772 2.93053  -0.66
C -4.39208 -0.90875 1.44142  -0.45
C -2.50502 -0.85929 -1.86808  -0.58
C -1.16297 -1.11616 -2.09353  -0.59
C 1.61225 -0.63757 0.66546  0.37
N 2.27802 -0.05781 1.59084  -0.59
C 1.71803 -0.24838 2.81937  -0.64
C 2.19338 0.26991 4.02214  -0.49
C 1.51097 -0.00830 5.18491  -0.66
C 0.36276 -0.79828 5.14418  0.24
F -0.27995 -1.05222 6.28880  -0.31
C -0.14157 -1.33234 3.97305  -0.68
C 0.55198 -1.04887 2.81047  1.08
S 0.19086 -1.56045 1.18809  -0.10
H 3.72730 -0.57953 -5.68043  0.39
H 4.71094 -1.51346 -4.55188  0.35
H 5.36670 -0.03610 -5.28266  0.40
H 3.04777 -0.22112 -3.40274  0.22
H 2.66704 1.47240 -4.96941  0.36
H 4.29563 2.13079 -4.72468  0.43
H 3.09884 2.19346 -3.41906  0.32
H 5.51947 -0.48170 -2.63119  0.37
H 5.51406 1.27540 -2.81230  0.37
H 4.89850 0.81156 -0.55092  0.46
H 3.41841 1.31461 -1.33383  0.29
H 3.90968 -1.14173 0.07645  0.46
H 3.62870 -1.57698 -1.61756  0.65
H 0.17321 1.45925 -0.32234  0.51
H -2.25032 1.92019 0.02924  0.48
H -5.56047 2.19707 1.26085  0.41
H -6.51070 0.71599 1.56140  0.31
H -5.90839 1.67584 3.75590  0.37
H -4.18491 1.74777 3.27496  0.29
H -4.01927 -1.83611 3.37029  0.39
H -3.04738 -0.36366 3.03683  0.35
H -3.60235 -1.41051 0.87868  0.35
H -5.33329 -1.45693 1.30404  0.25
H -3.28119 -1.48280 -2.28285  0.55
H -0.85419 -1.95436 -2.69873  0.51
H 3.08361 0.87658 4.02371  0.48
H 1.84742 0.37302 6.13535  0.46
H -1.02892 -1.94345 3.98246  0.60

Results
Structure (SMILES): C[NH+](C)CCCN(C(=O)c1ccc(S(=O)(=O)N2CCOCC2)cc1)c1nc2ccc(F)cc2s1
2S+1: 1
Net charge: +1

Energy above the lowest of the compared OMol25 structures with the same formula, charge and spin across the listed records, respectively: 36.5; 0.0; 3.7; 2.9 kcal/mol.
Molar mass across the listed records, respectively: 751.999; 435.490; 445.491; 507.633 g mol⁻¹.